Record 1
# C4H11INO

A cluster of 2 separate species, C4H11INO in total in a non-equilibrium geometry (ωB97M-V/def2-TZVPD, the OMol25 dataset).

Structure (ORCA input):
```
! wB97M-V def2-TZVPD RIJCOSX def2/J DEFGRID3
* xyz -1 1
I -5.0004 -22.6914 3.2753
O -6.2571 -20.9988 11.7049
N -4.0846 -22.2732 9.9805
C -7.6114 -20.6071 11.8208
C -4.0617 -20.9432 10.4561
C -3.1824 -20.1440 9.5036
C -5.5503 -20.3927 10.6065
H -3.1257 -19.1367 9.9163
H -6.1087 -20.4886 9.6753
H -3.6192 -19.9916 8.5166
H -5.6933 -19.3294 10.7988
H -4.5646 -22.3771 9.0980
H -7.7610 -19.5644 12.1008
H -8.2359 -21.2289 12.4622
H -2.1745 -20.5472 9.4061
H -3.5883 -21.0241 11.4346
H -4.7066 -22.7494 10.6181
H -8.0214 -20.8054 10.8304
*
```

Output
orbital gap	5.9	eV
LUMO level	2.641	eV
calculated total energy	-586.74034	Ha
HOMO	-3.23	eV
energy above the lowest of the compared OMol25 structures with the same formula, charge and spin	88.3	kJ/mol



Record 2
# C4H11INO2

The ion C4H11INO2 with charge +1 in a non-equilibrium geometry (ωB97M-V/def2-TZVPD, the OMol25 dataset).

Structure (ORCA input):
```
! wB97M-V def2-TZVPD RIJCOSX def2/J DEFGRID3
* xyz 1 1
I 3.6775 -0.1936 -0.1682
O 1.3869 -0.2212 1.6794
O -0.8110 -1.9212 0.8384
N 0.6716 -0.4687 -0.3883
C -0.8455 -0.6887 0.0806
C -1.7242 -1.0001 -1.1564
C 1.1472 1.6881 0.4970
C 1.6112 0.2374 0.4517
H 0.7765 -0.2015 -1.3986
H 1.6874 2.1462 1.3391
H -1.9527 -0.0554 -1.7522
H -2.5758 -1.2932 -0.5285
H -1.0336 0.1628 0.7790
H 1.3456 0.4886 2.3766
H 0.9216 -1.4705 -0.3026
H 1.5632 2.2588 -0.2791
H -0.4070 -1.7282 1.8036
H -1.6165 -1.8483 -1.8520
H 0.0144 1.7350 0.5803
*
```

Output
orbital gap	10.0	eV
LUMO level	-3.759	eV
calculated total energy	-661.63203	Ha
HOMO	-13.77	eV
energy above the lowest of the compared OMol25 structures with the same formula, charge and spin	61.4	kJ/mol
SMILES	C[C@@H](O)[NH2+][C@@](C)(O)I